The following is a DFT calculation (wB97M-V/def2-TZVPD) of a cluster of 11 separate species, C66H165N11O22 in total.

```
264
Properties=species:S:1:pos:R:3:forces:R:3:mulliken_charge:R:1
H 9.3440 -3.5068 3.4824 -0.07 -0.01 0.39 0.315
H 0.7831 8.5565 -2.3284 0.07 0.04 0.07 0.327
C -6.9648 -2.1413 -9.7570 0.81 -0.07 1.48 -0.687
H 1.5194 5.7635 -3.4455 -0.34 -0.31 0.12 0.287
H -6.3797 -5.5432 -2.6211 -0.10 -0.16 0.21 0.390
H 1.3472 0.0698 4.2192 0.14 0.00 -0.55 0.304
H 10.2034 -4.2327 0.6486 0.45 0.01 0.23 0.430
H -7.9190 -3.2032 2.7018 0.17 -0.25 0.71 0.416
N -7.1246 -4.3624 -0.2978 -0.18 0.49 -0.40 -0.367
C 0.7092 7.4733 -2.2319 0.53 -0.45 -1.44 -0.849
H 8.1363 -0.4156 -1.5096 0.42 0.18 -0.23 0.362
H -0.7008 -2.5488 -13.2295 0.18 0.04 -0.69 0.248
H -6.3597 2.3211 5.3051 0.39 0.14 0.32 0.304
H -7.8651 8.2220 8.3922 -0.27 0.05 0.00 0.350
H -6.4762 -4.5974 4.5959 -0.29 0.20 -0.31 0.324
H 0.6474 6.9001 -6.6199 0.13 -0.51 -0.12 0.259
H -4.2472 -8.3816 1.8000 0.03 -0.02 -0.04 0.200
C -7.6280 -3.4245 0.6599 0.74 0.32 1.53 -0.653
C -11.2336 5.9532 8.2593 -1.20 0.42 -0.27 -0.838
H -2.8554 0.0270 -11.3000 -0.33 -0.09 -0.54 0.218
H 10.5781 6.5354 -4.2070 0.05 -0.36 0.77 0.346
H 1.0801 -7.8397 2.7256 0.62 -0.02 0.03 0.269
H -1.2808 -1.2591 -1.1209 -0.48 0.37 -0.30 0.499
H 2.1332 7.6443 -6.1868 0.23 0.38 0.48 0.275
O -0.3238 -4.3477 -11.9102 1.30 0.28 -1.81 -0.323
O 1.2906 -0.2338 -2.6891 1.64 0.50 -1.86 -0.239
H -4.8321 -1.4562 -10.9654 0.16 -0.16 -0.15 0.076
H 11.0131 10.8797 -3.9715 0.36 1.16 0.14 0.363
H -11.7562 5.9858 7.3033 0.23 -0.56 -0.17 0.279
C -7.7899 7.2101 8.7903 -1.17 0.45 0.87 -0.765
C 9.7132 7.1912 -4.1069 0.28 0.54 -0.82 -0.597
C -1.8280 1.1262 -10.0743 0.74 0.40 -0.33 -0.544
H -4.4382 0.8981 -9.0247 -0.09 0.22 -0.14 0.314
C -0.2534 0.8155 2.2148 -1.29 -1.11 -0.16 -0.498
C -3.4461 -8.3967 1.0610 -0.61 -1.20 -0.73 -0.381
H 3.5607 0.2069 12.6574 -0.53 -0.42 0.04 0.518
H -3.6073 -5.4329 -3.7647 0.00 0.38 0.04 0.304
C 6.2643 2.0218 1.0003 0.88 -0.36 0.25 -0.728
H 13.6468 10.5940 -7.7428 0.25 -0.06 -0.16 0.308
C -4.3985 5.2337 -2.8929 0.51 1.10 -0.28 -0.801
H -5.1137 -2.6773 13.4712 -0.23 -0.34 -0.34 0.310
C 2.3102 -5.3125 2.0734 -0.78 0.50 -0.62 -0.771
O -0.6443 0.3830 3.5150 1.31 -0.22 -0.41 -0.367
H -4.4629 -4.1176 11.4778 -0.15 0.00 0.39 0.333
H 5.5187 1.5799 1.6612 -0.14 -0.40 -0.15 0.302
H 2.4451 7.2011 -3.6138 0.29 0.32 0.43 0.481
O -4.5344 -4.8112 -1.9175 -0.74 0.66 -0.75 -0.232
O 12.1850 10.9468 -6.3488 1.19 0.45 1.27 -0.314
H -2.1683 -11.2382 -0.3710 -0.44 -0.29 1.16 0.296
O 1.1933 -5.7283 2.8134 0.51 0.11 1.17 -0.269
H -0.9271 1.6352 1.9652 -0.06 -0.08 -0.17 0.259
O -3.1506 -9.8045 0.8964 0.39 -0.11 0.89 -0.405
N -1.7700 -7.8650 2.7836 0.29 -0.08 0.51 -0.252
H -6.0885 3.1735 7.8385 0.11 -0.25 0.15 0.425
C -2.4876 -10.2011 -0.2679 0.19 0.64 -1.33 -0.712
C 6.4574 0.0364 -0.2819 0.43 -0.46 -1.07 -0.565
H 6.6792 -1.1650 9.3227 0.34 -0.11 0.19 0.419
C -4.6207 -1.2895 -17.1902 -0.24 0.14 0.10 -0.730
N 3.8423 0.1009 10.5576 -1.45 0.91 0.74 -0.430
O -5.9373 -1.2827 -9.2174 -0.17 0.73 -2.46 -0.311
H -1.2754 -8.7421 2.8625 -0.74 -0.71 -0.79 0.289
N -1.6078 -2.6765 -13.6553 -0.51 0.80 -1.07 -0.019
C 3.4001 0.8284 11.7764 0.44 0.05 0.43 -0.831
H 1.4019 0.4657 11.4276 -0.79 0.27 -0.21 0.295
H -5.4386 4.5577 6.9861 0.00 0.12 -0.50 0.382
H -4.0793 -1.3491 12.9857 -0.09 0.47 0.33 0.289
H 8.6247 -3.8893 1.3433 -0.09 -0.01 0.39 0.344
C -4.0868 -2.3127 13.4951 -0.80 0.54 0.62 -0.770
H -1.4261 -0.7745 1.1718 -0.06 0.10 0.41 0.271
H -7.8659 6.1603 7.1302 -0.08 0.26 -0.58 0.329
C 7.4251 -0.9784 -0.9051 -0.12 1.20 -0.12 -0.749
H -5.0848 -0.5428 -16.5459 -0.15 -0.03 0.32 0.310
H -2.7474 -6.4958 1.5931 -0.39 0.05 0.23 0.374
H 8.8283 -3.4526 -0.9919 -0.51 0.51 -0.45 0.387
H 0.2218 -8.9207 13.9375 0.22 0.13 -0.43 0.302
H 9.9503 -2.0728 -0.6494 0.30 -0.19 -0.51 0.355
H -2.3821 -5.4541 12.4724 -0.42 -0.38 0.54 0.300
H -1.9131 -4.8269 -13.9581 0.33 0.17 -0.75 0.287
H 11.0913 -3.7009 3.3995 0.25 -0.03 -0.52 0.273
C -6.0287 -5.1009 3.7389 0.10 0.03 -1.42 -0.774
H 12.3629 11.7144 -8.1801 0.37 0.45 0.00 0.229
H 5.2592 -1.3012 11.2935 -0.23 -0.17 -0.13 0.390
C -6.9262 5.0581 8.4420 0.63 -0.93 -1.16 -0.347
H 7.5668 0.5056 7.3744 0.20 0.29 0.37 0.285
H 5.8077 0.3475 11.0664 0.75 -0.06 -0.01 0.328
H 8.3906 -1.1386 0.8454 0.20 -0.03 0.09 0.229
H 11.0935 9.0242 -5.4964 -0.25 0.10 0.00 0.286
H 1.2099 7.1599 -1.3159 0.24 0.03 -0.04 0.381
H -4.3219 -6.6512 -2.7036 0.06 -0.40 -0.42 0.302
H -3.2261 -3.8399 -13.2976 -0.23 -0.45 -0.03 0.352
C -0.7893 -6.9317 3.2601 0.65 1.23 -0.64 -0.910
H -5.9032 -4.0503 -3.3950 0.62 -0.10 -0.35 0.405
H -3.7528 -2.5438 11.0074 -0.21 0.14 -0.22 0.509
H -6.3083 3.9575 4.5287 0.06 0.02 0.14 0.298
C -9.1810 6.6949 9.2353 -0.58 0.04 -1.03 -0.525
H -2.1363 -3.6630 -11.2104 0.06 0.27 0.26 0.337
H -3.8781 -2.2495 14.5630 0.45 0.32 -0.12 0.247
H -9.6984 7.4207 9.8627 -0.01 0.24 0.07 0.481
H 2.6192 -4.3368 2.4483 0.26 -0.29 0.45 0.258
C -0.9915 2.0731 -11.0019 -0.19 -1.64 1.29 -0.422
H -6.3816 -6.1274 3.6400 -0.78 0.11 -0.14 0.329
H -5.2437 -2.1832 -17.2266 -0.04 -0.22 0.22 0.289
C 13.0500 11.4319 -7.3824 -0.68 -1.16 0.29 -0.725
C -5.9141 -4.5745 -2.4394 1.36 -0.06 -0.07 -0.697
C 11.9001 10.2527 -4.0619 -1.33 -1.08 -0.82 -0.612
H 1.3318 -4.7952 -10.8501 -0.12 0.12 0.02 0.228
O 0.3512 2.1818 -10.4604 -1.76 0.73 -0.33 -0.299
O -6.1474 -4.3705 2.4430 -0.16 -0.23 1.35 -0.266
H -1.5523 3.0045 -11.0805 0.46 0.37 -0.07 0.301
C -3.7455 -5.7263 -2.7241 -1.75 -0.30 0.70 -0.760
O -9.9535 6.4547 8.0362 0.58 0.34 0.64 -0.291
H -0.4747 -8.2317 11.7587 0.05 -0.48 0.21 0.480
H -2.8711 5.9642 -0.7639 0.14 0.72 -0.30 0.407
C 9.5293 -3.4293 0.9454 0.20 0.78 0.05 -0.637
C 10.1981 8.5773 -3.6905 0.24 0.36 -0.84 -0.811
C 0.4719 2.9119 10.6373 0.07 -0.02 0.34 -0.725
C -1.6892 -4.3166 -11.9595 -1.39 -1.14 0.29 -0.706
C 0.2591 -4.6616 -10.7096 -0.12 0.23 1.17 -0.737
H 0.7514 1.2360 2.2557 0.33 -0.21 -0.24 0.359
N -7.1617 6.3727 7.8223 0.03 -1.53 0.72 -0.394
H -8.6629 -3.1216 0.5005 -0.18 -0.24 0.01 0.363
H 6.8805 2.6427 1.6505 0.03 0.17 -0.25 0.263
H 0.4526 3.8327 10.0543 0.58 -0.21 -0.38 0.244
C 1.4211 6.8481 -3.4913 0.01 0.75 0.43 -0.388
H 13.7384 12.2030 -7.0366 -0.29 0.34 -0.07 0.289
H 10.4284 -2.1344 3.8774 -0.08 -0.04 -0.10 0.227
H 10.4682 8.7026 -2.6419 0.21 -0.67 0.13 0.455
C -4.0183 0.1355 -9.6807 -1.09 -0.24 -0.27 -0.625
H 0.2977 -1.1281 1.3739 0.18 -0.39 0.04 0.298
H -1.1873 -6.6447 10.1524 0.20 -0.18 0.06 0.397
C -3.2031 -2.1464 -15.4885 -1.44 0.79 0.69 -0.308
H -7.7726 4.4727 8.8012 -0.76 0.54 0.13 0.177
H -3.5282 -0.5535 -8.9928 0.28 -0.37 -0.04 0.344
H -1.5639 -9.6641 -0.4839 0.13 0.51 0.22 0.267
H -2.7926 -5.9871 -2.2636 -0.05 0.69 0.25 0.246
H 1.5068 2.3593 -12.1463 0.17 -0.06 -0.16 0.281
H -0.0354 3.2322 11.5473 -0.40 -0.56 0.30 0.286
H -0.0129 -0.4206 5.1711 0.29 -0.46 0.19 0.252
H 6.8855 -1.6132 -1.6079 -0.23 -0.13 0.10 0.378
H -11.8969 6.5711 8.8645 0.35 0.70 0.50 0.326
C 0.3743 -0.4173 4.1523 -1.69 0.66 0.92 -0.704
C -7.4849 -3.9936 2.0896 -0.73 -0.42 -0.83 -0.668
H -0.4591 0.8039 -2.7918 -0.16 0.28 0.03 0.278
H -7.0491 -2.5023 0.7099 0.28 0.50 -0.49 0.384
O -0.8707 -7.1695 13.5023 0.20 -0.13 -0.76 -0.298
C 9.0230 6.0958 -6.0986 -0.65 -0.50 1.56 -0.724
O 7.1610 1.0586 0.4159 -0.98 -0.28 0.49 -0.323
H 9.3898 9.2993 -3.8064 -0.55 0.07 -0.18 0.380
O -3.3023 -1.5605 -16.7747 0.42 -0.35 -0.18 -0.343
C 12.9067 10.7010 -5.1115 -0.73 -0.28 0.39 -0.602
H -3.7328 -1.5325 -14.7600 -0.18 0.44 0.18 0.251
H -1.2301 -1.3747 -15.3030 -0.08 0.10 0.26 0.390
H -3.8192 -8.0139 0.1110 -0.30 0.07 -0.17 0.329
O 5.8030 0.4903 8.4997 -1.18 -0.91 1.49 -0.293
N 11.3424 8.9868 -4.5182 0.01 -1.25 0.46 -0.363
H -5.8230 -0.0144 -10.9839 -0.38 0.14 0.33 0.344
H 0.5619 3.7981 -11.8121 -0.47 -0.02 0.10 0.314
H 6.0905 1.2236 6.6557 0.23 0.32 0.17 0.257
H 5.7608 2.6335 0.2518 0.03 -0.02 -0.19 0.283
C 1.4191 6.8928 -5.8501 -0.86 0.62 -0.13 -0.757
H 1.9434 -5.0655 1.0771 0.30 -0.33 -0.59 0.319
N -0.6742 7.1101 -2.1214 -0.30 -0.48 0.69 -0.332
H 0.3937 -1.4436 3.7857 0.27 0.09 -0.22 0.276
C -0.3445 -0.7129 -1.2352 -0.44 -0.93 0.87 -0.684
H -7.7318 -3.6416 -2.1731 -0.12 0.44 0.12 0.291
H 1.6718 1.6392 12.7722 -0.17 -0.20 0.18 0.399
H -2.1871 -8.0364 12.2695 -0.21 0.02 -0.78 0.362
H -8.1269 -4.8729 2.0371 -0.12 -0.29 0.74 0.340
C 5.1928 -0.4394 10.6295 -0.70 0.98 0.18 -0.583
C -0.8942 5.6865 -1.8350 -0.38 1.15 0.13 -0.513
C -1.7847 -2.2817 -15.0623 1.42 -0.48 -0.08 -0.741
H -1.4153 -3.0535 -15.7377 0.66 -0.25 -0.11 0.267
H -4.9865 -5.2971 3.9906 0.28 0.77 -0.46 0.216
H 6.3109 -0.4643 6.7160 -0.29 -0.48 0.16 0.321
C -6.3587 4.1234 7.3771 0.39 -0.12 0.35 -0.787
C 6.4813 0.4383 7.3028 0.09 -0.38 -1.38 -0.799
H -2.2372 -4.1233 9.9562 -0.18 -0.02 -0.13 0.473
C -0.0670 -0.2025 -2.6450 -1.81 -0.28 1.99 -0.578
H -1.2310 -5.9354 3.2400 0.15 0.24 -0.28 0.335
H 1.8139 1.2944 -4.0739 -0.03 0.24 0.44 0.270
C 1.1016 2.9752 -11.3434 0.82 0.24 -0.02 -0.756
H -0.5489 -7.0642 4.3150 0.02 -0.46 0.02 0.349
O 1.7881 2.5066 10.9225 1.03 -0.39 -0.21 -0.300
C -0.4253 -0.3432 1.1518 0.52 1.57 0.57 -0.498
H -0.5428 5.0649 -2.6585 -0.32 -0.33 -0.21 0.238
C 1.8045 0.2129 -3.9388 1.10 -0.37 0.37 -0.785
C 5.6701 -0.7596 9.2475 1.89 0.64 -0.65 -0.573
H -1.5371 -3.5981 11.4838 0.47 -0.16 -0.07 0.346
H -6.3736 -2.7140 -1.3867 0.01 0.25 -0.35 0.411
H -3.6990 -3.1134 -15.4047 -0.15 -0.32 -0.54 0.321
C -5.2235 -0.6556 -10.3377 1.39 0.15 1.78 -0.219
O 0.7104 7.2385 -4.6559 0.54 -0.43 -0.17 -0.325
C -6.8802 3.2657 5.1471 -1.36 0.30 1.36 -0.762
N -0.2433 0.2349 -0.1535 -0.36 1.18 -0.64 -0.216
O 10.1080 -2.4914 1.8800 0.27 -1.07 0.32 -0.323
H -7.8211 2.9848 4.6739 0.15 0.22 -0.36 0.240
H -2.0115 1.6033 -9.1115 0.28 0.02 0.06 0.370
H -1.4813 -9.0257 14.3006 -0.45 0.01 -0.49 0.310
C -1.2233 -7.5419 12.1484 0.80 -0.02 0.22 -0.636
H 1.9142 3.4521 -10.7954 0.14 -0.27 0.07 0.265
O -2.9949 5.5410 -2.8759 -1.16 0.63 0.20 -0.272
H 2.8201 -0.1805 -3.8951 0.16 0.37 -0.50 0.245
N -2.4091 -5.5765 11.4702 0.88 0.88 0.13 -0.421
H -0.4740 -8.0967 15.3015 0.13 0.53 -0.08 0.271
H -9.1779 5.7468 9.7732 0.44 -0.02 0.26 0.330
H 13.4911 11.5428 -4.7401 -0.12 0.47 -0.39 0.482
H -0.3005 5.3709 -0.9770 -0.07 0.26 0.30 0.413
N 8.0398 -1.7526 0.1243 -0.43 -0.79 -0.10 -0.258
H 0.0344 -3.8391 -10.0305 0.42 0.14 0.51 0.292
H 13.5904 9.8567 -5.1999 0.22 -0.09 -0.46 0.336
C 0.5633 -6.9205 2.4497 -1.34 0.43 0.52 -0.282
H -4.6650 4.1955 -2.6946 0.39 -0.22 -0.03 0.292
H -0.1644 -5.5511 -10.2432 -0.05 -0.39 -0.12 0.299
C -6.8173 -3.6903 -1.5821 0.96 -2.01 1.08 -0.544
H -4.9651 5.8635 -2.2071 0.13 0.06 0.42 0.321
H -2.0643 -5.3311 -11.8240 -0.28 -0.29 0.62 0.412
H -7.1860 7.2781 9.6952 0.24 0.01 0.03 0.361
H 8.3099 5.5763 -5.4584 -0.42 -0.61 -0.22 0.294
C -2.1436 -3.9608 -13.3377 -0.43 0.55 0.83 -0.643
H -3.1334 -10.0711 -1.1363 -0.23 0.30 -0.25 0.297
C 1.9444 1.3519 11.7567 0.89 -0.20 -0.29 -0.570
C -2.3782 5.4512 -1.5897 0.36 -2.32 -1.20 -0.689
H 1.9730 5.9556 -5.7958 -0.35 -0.29 0.14 0.319
H 0.3811 -1.4869 -0.9850 0.44 -0.53 -0.71 0.320
H 8.5764 6.1750 -7.0897 0.32 0.55 0.10 0.243
H -1.6146 -7.3419 0.6956 0.39 -0.45 -0.28 0.194
H -6.2949 -4.6682 0.1904 0.68 -0.44 -0.73 0.245
O -7.3571 3.8833 6.3956 0.88 -0.20 -1.05 -0.289
H 5.7925 -0.6058 0.2957 -0.28 0.54 0.76 0.331
H 12.2514 10.0038 -3.0605 0.73 0.69 -0.03 0.323
H 8.8896 6.8109 -3.5025 0.24 -0.22 0.48 0.426
H 3.1283 -6.0315 2.0319 0.05 -0.03 0.11 0.294
H -7.8367 -1.6312 -10.1664 0.13 0.30 -0.05 0.269
N -3.1076 0.7567 -10.6488 -0.57 -0.34 -0.44 -0.326
H -4.7433 5.5536 -3.8763 0.03 -0.41 -0.12 0.245
C -2.3502 -4.1719 11.0393 -0.30 -0.55 -0.88 -0.732
C 9.0959 -2.6531 -0.3011 0.57 0.03 1.76 -0.642
O 9.2226 7.3221 -5.4313 0.12 0.90 -1.28 -0.310
H -0.0285 2.1154 10.0866 -0.47 0.07 0.15 0.299
H 0.4205 -6.9176 1.3691 -0.29 -0.17 -0.22 0.338
H 5.1311 -1.5542 8.7316 -0.70 0.43 -0.21 0.367
C -0.6412 -8.3330 14.2506 0.04 -0.31 1.05 -0.773
H 1.3234 -0.1698 -4.8389 -0.41 -0.52 0.23 0.321
H -11.3267 4.9800 8.7412 0.60 -0.44 -0.26 0.314
C -3.5858 -3.4744 11.5498 1.33 0.49 -0.04 -0.692
H -0.5774 -0.8614 -3.3474 0.23 -0.22 -0.40 0.403
H -0.8846 1.6015 -11.9787 -0.30 0.06 -0.30 0.288
H 9.8994 5.4478 -6.0929 0.43 0.21 -0.32 0.298
H -1.2537 0.2070 -9.9593 0.44 0.04 0.59 0.261
H -6.2646 5.1320 9.3051 0.34 0.17 -0.17 0.401
H 5.8898 0.5084 -1.0839 -0.27 0.01 -0.14 0.447
C 10.2749 -2.9986 3.2310 -0.84 0.38 -0.99 -0.699
H 4.0737 1.6549 12.0028 0.20 0.52 -0.23 0.433
H 3.8760 0.9086 9.9522 0.19 -0.35 -1.07 0.263
C -2.3445 -7.5033 1.4888 1.10 0.14 0.62 -0.432
H -4.6571 -0.8600 -18.1913 0.60 -0.09 -0.04 0.268
H 0.6285 0.7391 -0.2301 0.18 -0.02 0.11 0.221
H -7.2456 -2.7056 -8.8677 -0.43 -0.21 -0.26 0.248
H -6.5420 -2.8326 -10.4859 0.00 -0.01 -0.18 0.291
O -3.1698 -3.1301 12.8726 -0.54 -1.06 -0.08 -0.275
C -1.1803 -6.3448 11.2003 -1.44 -0.07 1.07 -0.635
H -1.2018 7.3672 -2.9434 0.05 0.02 -0.14 0.305
H -0.2736 -5.7936 11.4496 0.26 0.17 -0.20 0.302
H -2.4871 4.3849 -1.3917 0.16 -0.35 0.79 0.372
```
Forces are in eV/Å.

Summary:
- HOMO energy: -8.3979 eV
- DFT total energy: -132533.318 eV
- LUMO: 0.26 eV
- SMILES: COCCNCCOC.COCCNCCOC.COCCNCCOC.COCCNCCOC.COCCNCCOC.COCCNCCOC.COCCNCCOC.COCCNCCOC.COCCNCCOC.COCCNCCOC.COCCNCCOC

The following is a DFT calculation (wB97M-V/def2-TZVPD) of an isolated molecule of CH4FOP.

```
8
Properties=species:S:1:pos:R:3:forces:R:3:nbo_charge:R:1
P 0.4265 -0.8284 1.5041 -0.39 -1.83 -0.64 0.834
O 1.3021 0.0487 -1.0651 0.66 1.65 0.80 -0.704
H -0.7885 -0.2695 1.7930 -0.88 0.54 0.74 -0.098
F -0.2757 -2.4411 1.4939 1.11 2.49 -0.70 -0.588
H 2.1137 0.5414 -0.8213 -0.53 -0.56 -0.33 0.473
H 0.3874 1.1678 0.6213 0.14 0.89 -0.88 0.188
H -0.6735 0.1639 -0.6187 0.97 0.89 0.84 0.213
C 0.3141 0.3482 -0.1005 -1.07 -4.07 0.16 -0.319
```
Forces are in eV/Å.

Summary:
- HOMO energy: -9.3832 eV
- DFT total energy: -15154.363 eV
- LUMO: 0.48 eV
- SMILES: OCPF

- Which value of DFT total energy does entry 2 give?
  -15154.363 eV

- Among the records above, which one has the lowest LUMO?
  C66H165N11O22

- Look up the DFT total energy of the first one.
  -132533.318 eV